DFT (the ωB97M-V functional and the def2-TZVPD basis) results for a cluster of 2 separate species, C4HCl4IN2O2 in total.

Element x y z (Å)
C: -1.75896 0.21164 -0.30395
C: -1.14985 1.38031 -0.64530
C: -1.27544 -0.20206 1.02068
C: -0.14100 0.83795 1.19339
N: -0.16604 1.74252 0.31046
N: 2.67676 -1.19491 -0.98412
O: 2.01902 -1.72952 -0.18068
O: 3.71131 -0.63037 -0.90040
Cl: -3.05845 -0.38923 -1.14785
Cl: -1.52207 2.44156 -1.87563
Cl: -0.67548 -1.91003 1.35035
Cl: 2.04838 -1.24046 -2.63474
I: 1.17961 0.89681 2.78099
H: -1.88781 -0.21422 2.01679

Summary:
largest force on an atom: 3.39 eV/A
frontier orbital gap: 8.3 eV
SMILES string: ClC1=C(Cl)[C@@H](Cl)C(I)=N1.O=[N+]([O-])Cl
relative energy (zero: lowest compared OMol25 entry of this formula, charge and spin): 79.9 kJ/mol



DFT (the ωB97M-V functional and the def2-TZVPD basis) results for a cluster of 20 separate species, C34H43Cl57F5N4 in total.

Element x y z (Å)
C: -3.56380 -1.72493 1.83386
C: -2.62253 -1.36802 0.82994
C: -1.26202 -1.08765 -0.10175
N: -1.49770 0.24291 -0.78014
C: -0.28163 1.18250 -0.89157
N: 1.03896 0.96492 -0.58791
N: -0.97003 2.42086 -1.50390
C: -2.08524 1.88520 -2.42592
C: -3.54498 2.60777 -2.24446
C: -4.53518 1.91449 -1.13792
C: -5.84007 1.24018 -1.88490
C: -7.21033 1.24478 -0.98495
F: -8.35563 1.31278 -1.96726
F: -7.34909 2.39018 -0.05579
C: -7.40603 -0.19965 -0.16815
F: -8.17799 -0.03998 1.08624
F: -8.04485 -1.25099 -1.01577
F: -6.03984 -0.67289 0.15524
C: -1.97767 0.23217 -2.21948
N: -3.15621 -0.62571 -2.62202
C: -2.74414 -1.91431 -3.30124
C: -4.14445 -2.80369 -3.47350
C: -5.02513 -2.91425 -2.09504
C: -5.05753 -4.50484 -1.57932
H: -4.20537 -1.83293 2.82557
H: -1.03397 -1.98188 -0.82195
H: -0.30700 -0.98689 0.60416
H: 1.53185 0.20604 -1.14814
H: 1.59325 1.43746 0.16134
H: -1.35749 3.08778 -0.77226
H: -1.80114 2.05199 -3.57006
H: -3.32083 3.71565 -1.86022
H: -4.11660 2.74899 -3.27703
H: -4.82909 2.73968 -0.36051
H: -4.03114 1.03892 -0.51275
H: -5.66159 0.12636 -2.24732
H: -6.07702 1.85298 -2.88094
H: -1.07587 -0.05686 -2.91176
H: -3.63950 -0.06892 -3.38616
H: -2.00186 -2.57696 -2.68454
H: -2.28833 -1.77028 -4.37222
H: -3.84703 -3.91609 -3.77639
H: -4.78460 -2.39121 -4.38847
H: -6.13335 -2.53095 -2.24598
H: -4.58940 -2.30984 -1.18106
H: -3.95374 -4.74549 -1.25675
H: -5.48076 -5.20030 -2.42096
H: -5.73710 -4.49836 -0.61096
C: -5.34004 -1.34550 6.04720
Cl: -6.05621 -1.43855 4.42916
Cl: -4.12348 -2.61552 6.26298
Cl: -4.62587 0.25291 6.32043
H: -6.13257 -1.49906 6.78392
C: 4.40544 2.41036 -1.93650
Cl: 4.40296 2.76525 -0.20051
Cl: 5.18133 0.84876 -2.25109
Cl: 2.75328 2.42426 -2.57666
H: 4.97882 3.18868 -2.44628
C: 8.62172 -0.92355 -2.66795
Cl: 8.94252 -0.16668 -4.23761
Cl: 8.81325 0.25465 -1.35848
Cl: 6.99633 -1.62840 -2.63775
H: 9.34801 -1.72630 -2.51787
C: -3.39456 6.36865 -4.40965
Cl: -3.39704 6.72354 -2.67366
Cl: -2.61867 4.80706 -4.72424
Cl: -5.04672 6.38255 -5.04981
H: -2.82118 7.14697 -4.91943
C: 0.68772 -0.74162 -5.42239
Cl: 1.83942 -0.57700 -6.75884
Cl: 1.53816 -0.76938 -3.86819
Cl: -0.49932 0.57339 -5.45856
H: 0.15585 -1.68899 -5.54087
C: -6.41519 3.21005 7.52516
Cl: -7.84140 3.95180 6.77994
Cl: -5.14096 4.41725 7.76716
Cl: -6.84515 2.44253 9.06323
H: -6.03546 2.43916 6.84991
C: 8.57253 -4.67064 -0.34174
Cl: 9.61309 -5.42451 0.87831
Cl: 6.86976 -5.04263 -0.02276
Cl: 8.82950 -2.91792 -0.38138
H: 8.83695 -5.07966 -1.32011
C: -0.54004 -1.40126 5.52647
Cl: -1.25621 -1.49431 3.90842
Cl: 0.67652 -2.67128 5.74225
Cl: 0.17413 0.19715 5.79970
H: -1.33257 -1.55482 6.26318
C: 8.90544 -7.45542 3.88348
Cl: 8.90296 -7.10052 5.61948
Cl: 9.68133 -9.01701 3.56890
Cl: 7.25328 -7.44152 3.24332
H: 9.47882 -6.67709 3.37371
C: 8.58664 -0.09461 -8.27696
Cl: 8.25467 1.52236 -8.92102
Cl: 7.09621 -1.04920 -8.19394
Cl: 9.80071 -0.92168 -9.26771
H: 8.98360 0.01286 -7.26438
C: -7.42127 -5.33177 2.02930
Cl: -8.48527 -6.21633 3.13614
Cl: -6.56053 -4.04414 2.88993
Cl: -6.27351 -6.43665 1.25375
H: -8.03758 -4.87383 1.25156
C: -9.58588 -9.81482 3.99200
Cl: -11.17180 -10.13480 3.26944
Cl: -9.26547 -10.94794 5.31598
Cl: -8.31152 -9.91540 2.76501
H: -9.59166 -8.80103 4.40018
C: 1.31475 5.00922 0.61673
Cl: 0.06503 5.44271 -0.56220
Cl: 1.96939 6.46186 1.39186
Cl: 0.66437 3.89532 1.83157
H: 2.12744 4.50532 0.08752
C: 12.39010 -4.66581 -1.99543
Cl: 11.25333 -3.31119 -2.10669
Cl: 11.51709 -6.20577 -1.91834
Cl: 13.50919 -4.65325 -3.36915
H: 12.97128 -4.55308 -1.07677
C: 10.01475 4.13122 -0.69794
Cl: 8.76503 4.56472 -1.87688
Cl: 10.66939 5.58387 0.07718
Cl: 9.36437 3.01732 0.51689
H: 10.82744 3.62733 -1.22715
C: -5.36582 0.09253 12.23243
Cl: -5.14178 -1.65725 12.06596
Cl: -4.08306 0.96787 11.37927
Cl: -6.95874 0.57627 11.62564
H: -5.30961 0.34747 13.29369
C: 6.41475 5.94609 1.05444
Cl: 5.16503 6.37958 -0.12450
Cl: 7.06939 7.39873 1.82956
Cl: 5.76437 4.83218 2.26928
H: 7.22744 5.44219 0.52523
C: 9.07047 3.01120 4.60436
Cl: 8.73850 4.62817 3.96030
Cl: 7.58004 2.05660 4.68737
Cl: 10.28454 2.18412 3.61361
H: 9.46743 3.11867 5.61694
C: -5.07977 9.60518 -7.75311
Cl: -4.47058 11.02875 -8.61449
Cl: -3.96087 9.13272 -6.46300
Cl: -6.69325 9.92108 -7.09243
H: -5.15455 8.77843 -8.46397

Summary:
largest force on an atom: 10.26 eV/A
frontier orbital gap: 7.1 eV
net charge: +1